(one)
Computed, not measured: an isolated molecule of C4H7NO, with wB97M-V/def2-TZVPD.

Computed properties:
HOMO level: -9.10 eV
SMILES: CN1C[C@H]1C=O
LUMO energy: 0.967 eV

Last column: Löwdin charge in e.
Geometry (Å):
C  0.241  1.688  -0.438  -0.083
N  -0.619  0.541  -0.283  -0.149
C  -0.672  -0.738  -0.887  -0.087
C  -0.504  -0.561  0.620  -0.224
C  0.725  -1.216  1.148  -0.237
O  0.746  -1.767  2.226  0.048
H  -0.099  2.205  -1.336  0.080
H  1.335  1.550  -0.492  0.080
H  0.023  2.340  0.417  0.087
H  -1.619  -1.105  -1.277  0.103
H  0.171  -1.084  -1.499  0.113
H  -1.311  -0.566  1.353  0.144
H  1.582  -1.285  0.447  0.125

---

(two)
Computed, not measured: an isolated molecule of C4H7NO, with wB97M-V/def2-TZVPD.

Computed properties:
HOMO level: -9.31 eV
SMILES: CN1C[C@H]1C=O
LUMO energy: 0.898 eV

Last column: Löwdin charge in e.
Geometry (Å):
C  -1.287  0.217  -0.996  -0.092
N  0.060  0.466  -0.468  -0.064
C  1.291  -0.625  -0.475  0.002
C  0.402  -0.454  0.641  -0.326
C  0.455  0.670  1.565  -0.290
O  -0.339  0.718  2.470  0.039
H  -1.215  -0.231  -1.975  0.072
H  -1.883  1.129  -1.118  0.082
H  -1.886  -0.436  -0.357  0.078
H  1.313  -1.608  -0.982  0.115
H  2.217  -0.064  -0.537  0.096
H  -0.300  -1.258  0.876  0.151
H  1.200  1.463  1.372  0.137

---

(three)
Computed, not measured: an isolated molecule of C4H7NO, with wB97M-V/def2-TZVPD.

Computed properties:
HOMO level: -9.70 eV
SMILES: C[C@H]1CNC1=O
LUMO energy: 0.949 eV

Last column: Löwdin charge in e.
Geometry (Å):
C  1.673  -0.217  0.495  -0.068
C  0.392  0.082  -0.339  -0.193
C  -0.814  -0.656  0.200  -0.214
N  -1.718  0.271  -0.439  0.054
C  -0.788  1.283  -0.645  -0.367
O  -0.969  2.411  -1.025  0.078
H  2.369  0.615  0.569  0.065
H  1.434  -0.552  1.516  0.068
H  2.233  -1.064  0.059  0.078
H  0.579  -0.261  -1.363  0.125
H  -0.881  -0.597  1.294  0.119
H  -0.820  -1.686  -0.146  0.116
H  -2.690  0.372  -0.175  0.139

---

(four)
Computed, not measured: an isolated molecule of C4H7NO, with wB97M-V/def2-TZVPD.

Computed properties:
HOMO level: -7.96 eV
SMILES: NC(O)=C1CC1
LUMO energy: 0.760 eV

Last column: Löwdin charge in e.
Geometry (Å):
N  0.067  0.624  -1.813  0.209
C  -0.753  0.215  -0.848  -0.484
O  -1.987  -0.071  -1.091  0.036
C  -0.543  0.053  0.570  -0.245
C  0.749  0.388  1.260  -0.164
C  0.397  -1.049  1.037  -0.143
H  1.027  0.840  -1.593  0.113
H  -0.265  0.805  -2.749  0.123
H  -2.033  -0.138  0.084  0.188
H  1.592  0.785  0.687  0.088
H  0.686  0.802  2.265  0.091
H  0.070  -1.654  1.881  0.090
H  0.993  -1.600  0.310  0.097

---

Of them, (four) has the lowest stability.

---

(one)
Computed, not measured: an isolated molecule of C4H7NO, with wB97M-V/def2-TZVPD.

Computed properties:
HOMO level: -9.57 eV
SMILES: O=CCN1CC1
LUMO energy: 1.000 eV

Last column: Löwdin charge in e.
Geometry (Å):
O  0.877  2.840  0.442  0.058
C  0.385  1.762  0.235  -0.243
C  0.927  0.411  0.663  -0.147
N  -0.177  -0.541  0.628  -0.117
C  -1.166  -0.497  -0.461  -0.170
C  -0.202  -1.608  -0.341  -0.154
H  -0.571  1.644  -0.306  0.101
H  1.335  0.499  1.680  0.127
H  1.777  0.127  0.016  0.129
H  -1.059  0.123  -1.355  0.101
H  -2.194  -0.573  -0.116  0.107
H  -0.527  -2.583  0.003  0.101
H  0.595  -1.605  -1.088  0.109

---

(two)
Computed, not measured: an isolated molecule of C4H7NO, with wB97M-V/def2-TZVPD.

Computed properties:
HOMO level: -9.32 eV
SMILES: C1NC[C@H]2O[C@@H]12
LUMO energy: 1.101 eV

Last column: Löwdin charge in e.
Geometry (Å):
C  0.217  0.456  -1.123  -0.238
N  1.257  0.029  -0.262  -0.080
C  0.562  -0.920  0.658  -0.179
C  -0.815  -0.334  0.867  -0.158
O  -0.570  1.114  0.881  -0.011
C  -0.959  0.580  -0.217  -0.438
H  0.554  1.339  -1.712  0.123
H  -0.066  -0.277  -2.042  0.158
H  1.500  0.978  0.286  0.177
H  1.407  -1.070  1.345  0.113
H  0.385  -1.961  0.097  0.153
H  -1.429  -0.626  1.869  0.201
H  -2.045  0.693  -0.647  0.179

---

(three)
Computed, not measured: an isolated molecule of C4H7NO, with wB97M-V/def2-TZVPD.

Computed properties:
HOMO level: -8.55 eV
SMILES: C=C1NCCO1
LUMO energy: 1.017 eV

Last column: Löwdin charge in e.
Geometry (Å):
C  -1.132  1.548  0.486  0.064
C  -0.070  0.762  0.648  -0.462
N  -0.080  -0.561  1.127  0.034
C  0.506  -1.297  -0.011  -0.152
C  0.870  -0.158  -0.976  -0.147
O  1.127  0.920  -0.026  -0.043
H  -2.112  1.177  0.768  0.058
H  -1.060  2.498  -0.026  0.063
H  -1.013  -0.869  1.367  0.117
H  -0.187  -2.041  -0.413  0.118
H  1.432  -1.794  0.291  0.110
H  1.667  -0.441  -1.670  0.124
H  0.052  0.257  -1.564  0.118

---

Of them, (two) has the lowest stability.

---

(one)
Computed, not measured: an isolated molecule of C4H7NO, with wB97M-V/def2-TZVPD.

Computed properties:
HOMO level: -8.92 eV
LUMO energy: 0.330 eV

Last column: Löwdin charge in e.
Geometry (Å):
C  1.574  -0.414  -0.094  -0.025
N  0.186  -0.014  0.015  -0.153
C  -0.172  1.323  0.438  -0.034
C  -2.204  -0.829  0.026  0.206
C  -0.813  -0.866  -0.205  -0.638
O  -0.796  -2.057  -0.588  0.055
H  2.080  -0.280  0.870  0.093
H  1.611  -1.469  -0.374  0.093
H  2.097  0.179  -0.853  0.093
H  0.001  2.059  -0.356  0.095
H  0.395  1.609  1.330  0.094
H  -1.235  1.324  0.698  0.086
H  -2.723  -0.565  -0.908  0.034

---

(two)
Computed, not measured: an isolated molecule of C4H7NO, with wB97M-V/def2-TZVPD.

Computed properties:
HOMO level: -10.80 eV
SMILES: CCOCC#N
LUMO energy: 0.847 eV

Last column: Löwdin charge in e.
Geometry (Å):
C  -1.543  -0.023  -0.148  -0.076
C  -0.317  -0.969  0.132  -0.238
O  0.701  -0.573  1.049  -0.125
C  1.108  0.683  0.617  -0.228
C  1.945  0.577  -0.609  -0.166
N  2.435  0.409  -1.646  0.151
H  -1.858  0.850  0.466  0.087
H  -1.520  0.415  -1.159  0.080
H  -2.381  -0.708  -0.096  0.063
H  0.186  -1.116  -0.835  0.105
H  -0.577  -1.963  0.502  0.121
H  1.613  1.220  1.418  0.134
H  0.208  1.200  0.310  0.091

---

(three)
Computed, not measured: an isolated molecule of C4H7NO, with wB97M-V/def2-TZVPD.

Computed properties:
HOMO level: -9.78 eV
SMILES: O=CCN1CC1
LUMO energy: 1.035 eV

Last column: Löwdin charge in e.
Geometry (Å):
O  -2.704  -0.677  1.365  0.051
C  -1.534  -0.599  1.086  -0.238
C  -0.980  0.332  0.028  -0.180
N  0.408  0.662  0.267  -0.134
C  1.160  0.677  -0.964  -0.153
C  1.397  -0.384  0.050  -0.145
H  -0.777  -1.240  1.590  0.125
H  -1.568  1.257  0.018  0.133
H  -1.070  -0.130  -0.989  0.126
H  1.818  1.518  -1.164  0.104
H  0.546  0.337  -1.810  0.099
H  1.081  -1.389  -0.239  0.107
H  2.221  -0.363  0.762  0.104

---

Of them, (one) has the lowest stability.

---

(one)
Computed, not measured: an isolated molecule of C4H7NO, with wB97M-V/def2-TZVPD.

Computed properties:
HOMO level: -9.68 eV
SMILES: C[C@H]1NCC1=O
LUMO energy: 0.743 eV

Last column: Löwdin charge in e.
Geometry (Å):
C  -1.791  -0.125  -0.040  -0.046
C  -0.318  -0.200  0.304  -0.319
N  0.716  -0.890  -0.529  -0.004
C  1.723  0.146  -0.179  -0.112
C  0.512  1.045  0.007  -0.367
O  0.231  2.170  -0.292  0.124
H  -2.294  -1.096  -0.027  0.074
H  -1.963  0.365  -1.002  0.083
H  -2.253  0.500  0.735  0.085
H  -0.201  -0.487  1.361  0.145
H  0.962  -1.820  -0.207  0.103
H  2.469  0.417  -0.929  0.114
H  2.207  -0.025  0.798  0.119

---

(two)
Computed, not measured: a cluster of 2 separate species, C4H7NO in total, with wB97M-V/def2-TZVPD.

Computed properties:
HOMO level: -8.65 eV
SMILES: CC=C=O.C=N
LUMO energy: 0.824 eV

Last column: Löwdin charge in e.
Geometry (Å):
C  1.068  -1.646  1.441  -0.111
C  0.383  -0.648  0.542  -0.167
C  -0.427  -1.009  -0.431  -0.236
O  -1.156  -1.366  -1.273  0.150
H  2.138  -1.426  1.507  0.070
H  0.964  -2.663  1.054  0.076
H  0.655  -1.628  2.456  0.069
H  0.550  0.415  0.661  0.085
C  -1.222  1.930  -1.198  -0.143
N  -0.037  1.732  -1.604  0.027
H  -2.031  1.351  -1.653  0.064
H  -1.510  2.636  -0.407  0.071
H  0.626  2.323  -1.095  0.045

---

Of them, (two) has the lowest stability.